(1)
Computed, not measured: C20H21F18N10O12S6Zn as an isolated structure in a non-equilibrium geometry, with ωB97M-V/def2-TZVPD.

```
88
Properties=species:S:1:pos:R:3:lowdin_charge:R:1
Zn 1.1568 1.1468 -2.4607 0.916
C 0.6698 -0.4620 1.5843 -0.646
F 0.2371 0.6346 2.1358 0.195
F 1.9806 -0.3968 1.3575 0.096
F 0.4461 -1.5294 2.3157 0.175
S -0.1950 -0.7366 -0.1347 0.702
O -0.8594 -2.0087 -0.2400 -0.267
O -1.1218 0.3695 -0.2607 -0.297
N 0.9781 -0.4998 -1.3974 -0.364
S 1.9387 -1.7776 -1.2528 0.599
O 3.1732 -1.3841 -1.9146 -0.321
O 2.0110 -2.5248 -0.0231 -0.268
C 1.2649 -3.0028 -2.5705 -0.649
F 1.2908 -2.3608 -3.7369 0.131
F 2.1964 -3.9369 -2.7051 0.144
F 0.0918 -3.5362 -2.2608 0.167
C 2.7559 4.4715 -3.7012 -0.674
F 3.0561 5.1482 -4.7906 0.180
F 3.4646 3.3633 -3.5342 0.118
F 2.9833 5.2787 -2.6675 0.141
S 0.9228 3.9836 -3.7353 0.657
O 0.1937 5.2171 -3.7978 -0.232
O 0.9045 3.1606 -4.8893 -0.275
N 0.7467 3.0018 -2.3182 -0.391
S 0.3307 3.9229 -1.0308 0.635
O 0.5891 3.1032 0.1297 -0.304
O 0.6483 5.3441 -1.0101 -0.250
C -1.6021 3.8605 -1.1127 -0.658
F -2.0461 2.6772 -1.4512 0.168
F -2.0582 4.1293 0.1080 0.153
F -2.0180 4.8334 -1.9192 0.150
C -4.4794 -0.9709 -0.1880 -0.672
F -3.7420 -0.0967 0.4733 0.137
F -4.4226 -0.7001 -1.4783 0.147
F -3.9680 -2.2109 0.0010 0.091
S -6.2589 -1.0093 0.4327 0.636
O -6.2443 -1.7829 1.6475 -0.315
O -6.6774 0.3792 0.5774 -0.314
N -7.1407 -1.8466 -0.7514 -0.300
S -7.9485 -0.8370 -1.7078 0.573
O -7.1926 0.2859 -2.2391 -0.325
O -8.6139 -1.6184 -2.7292 -0.335
C -9.4105 -0.1557 -0.6989 -0.653
F -9.2331 1.1527 -0.4729 0.109
F -10.5585 -0.3440 -1.3411 0.132
F -9.4157 -0.6867 0.5325 0.107
C -1.6821 2.8709 3.2383 -0.097
C -3.0566 3.3057 3.3662 -0.280
N -4.1458 3.6354 3.5123 0.132
H -1.3823 2.2004 4.0453 0.057
H -1.0100 3.7309 3.2544 0.083
H -1.3620 2.3227 2.3517 0.049
C -2.7552 -2.5370 3.0248 -0.038
C -2.5408 -1.2832 3.7898 -0.250
N -2.2911 -0.3124 4.3502 0.146
H -2.0157 -2.3656 2.2451 0.032
H -3.8075 -2.6004 2.7567 0.083
H -2.4245 -3.3930 3.6102 0.089
C 4.3457 2.2392 2.3474 -0.066
C 3.6796 2.8770 3.4967 -0.270
N 3.0759 3.3759 4.3353 0.132
H 3.9019 2.7792 1.5087 0.077
H 4.1361 1.1766 2.2580 0.038
H 5.4293 2.3380 2.3486 0.080
C 5.7747 1.6220 -1.4049 -0.033
C 4.3366 1.5854 -1.5179 -0.208
N 3.1936 1.4936 -1.5227 0.176
H 6.0508 2.1267 -0.4836 0.091
H 6.1047 2.2305 -2.2545 0.096
H 6.1957 0.6472 -1.6374 0.077
C 4.0929 -1.8896 2.4901 -0.053
C 4.8276 -1.2416 1.4111 -0.247
N 5.4846 -0.7363 0.6141 0.182
H 3.5318 -2.7285 2.0802 0.079
H 3.5514 -1.1650 3.0938 0.080
H 4.7429 -2.3714 3.2246 0.094
C 5.8506 -2.7367 -1.7472 -0.082
C 5.2415 -3.7700 -0.8653 -0.275
N 4.6922 -4.5668 -0.2472 0.142
H 5.7248 -1.7053 -1.4497 0.009
H 5.4856 -3.0106 -2.7364 0.083
H 6.9251 -2.9295 -1.7848 0.079
C -0.8297 -4.6662 0.8384 -0.070
C -1.7483 -5.6355 0.2709 -0.275
N -2.4377 -6.4720 -0.1090 0.128
H 0.0389 -4.4355 0.2285 0.061
H -0.4522 -5.2817 1.6638 0.095
H -1.2977 -3.7724 1.2323 0.028
```

As for the highest occupied orbital energy: -6.73 eV. For the LUMO energy, the calculation gives -0.91 eV. Its total energy is -222891.0179 eV. The total charge is -1. The molecular weight is 1193.20 g/mol. The energy above the lowest of the compared OMol25 structures with the same formula, charge and spin is 1.728 eV.

---

(2)
Computed, not measured: C16H19BrCeCl3F6N3O6P2S2 as an isolated structure in a non-equilibrium geometry, with ωB97M-V/def2-TZVPD.

```
59
Properties=species:S:1:pos:R:3:lowdin_charge:R:1
Ce 0.5748 -0.2011 0.5543 0.828
F 1.3063 -2.6333 4.4597 0.202
C 1.8105 -2.2092 3.3284 -0.647
F 0.9165 -2.4118 2.3424 0.106
F 2.9264 -2.8312 3.0330 0.188
S 2.1211 -0.3626 3.4967 0.739
O 1.0087 0.1970 2.6732 -0.417
O 2.1672 -0.0896 4.8822 -0.181
N 3.4963 -0.0825 2.7253 -0.235
S 3.2952 0.0067 1.1720 0.691
O 2.6201 1.2067 0.6732 -0.358
O 2.6166 -1.1930 0.6205 -0.389
C 5.0115 0.0668 0.5123 -0.696
F 5.6182 -1.0579 0.8120 0.200
F 4.8879 0.2022 -0.7931 0.179
F 5.6213 1.1017 1.0367 0.204
C -0.1073 -0.7952 -3.3631 -0.248
P 1.0220 0.1814 -2.3163 0.839
C 2.5399 0.1953 -3.3305 -0.244
C 0.3611 1.8842 -2.5851 -0.370
C 0.7825 2.8855 -1.4951 -0.383
P -0.0481 2.6502 0.1335 0.850
C 0.7043 4.0250 1.0590 -0.237
C -1.7198 3.2624 -0.2303 -0.232
H -0.2153 -0.3217 -4.3403 0.058
H -1.0820 -0.8703 -2.8847 0.036
H 0.2934 -1.8000 -3.5011 0.047
H 2.2960 0.4317 -4.3667 0.053
H 3.0267 -0.7814 -3.2925 0.051
H 3.2441 0.9394 -2.9533 0.043
H -0.7266 1.7996 -2.6384 0.080
H 0.7023 2.2281 -3.5633 0.092
H 0.5636 3.9078 -1.8131 0.091
H 1.8590 2.8345 -1.3177 0.079
H 0.6238 4.9556 0.4943 0.056
H 1.7567 3.8110 1.2477 0.045
H 0.2021 4.1491 2.0193 0.055
H -1.6657 4.2149 -0.7603 0.059
H -2.2689 3.4077 0.7028 0.059
H -2.2659 2.5362 -0.8302 0.030
Cl -0.6540 -5.8754 -1.5945 0.680
C -0.0599 -5.1319 -0.1343 -1.653
Cl 1.4990 -5.7845 0.3172 0.673
Cl -1.2039 -5.3138 1.1772 0.677
C 0.1081 -3.6749 -0.3985 -0.276
N 0.2428 -2.5550 -0.5810 0.203
Br -6.5007 -1.5592 3.1956 0.789
C -5.5592 -0.9204 1.7006 -0.670
C -6.2552 -0.3975 0.6179 -0.157
N -5.6551 0.0588 -0.4854 0.093
C -4.3241 0.0082 -0.5229 -0.068
C -3.5581 -0.4835 0.5235 -0.108
C -4.1861 -0.9656 1.6631 -0.036
C -2.0844 -0.4983 0.4255 -0.545
O -1.5072 0.0393 -0.5703 -0.169
O -1.3902 -1.0468 1.3552 -0.116
H -7.3376 -0.3488 0.6450 0.110
H -3.8438 0.3694 -1.4265 0.123
H -3.6070 -1.3598 2.4889 0.125
```

As for the highest occupied orbital energy (alpha / beta): -11.05 / -11.70 eV. For the LUMO energy (alpha / beta), the calculation gives -2.50 / -2.50 eV. The spin multiplicity is 2. Its total energy is -210743.3851 eV. The total charge is +1. The expectation value of S² is 0.75. The molecular weight is 915.79 g/mol. The energy above the lowest of the compared OMol25 structures with the same formula, charge and spin is 0.000 eV.

---

(3)
Computed, not measured: a 9-piece molecular cluster, C53H47ClO16P2 overall in a non-equilibrium geometry, with ωB97M-V/def2-TZVPD.

```
119
Properties=species:S:1:pos:R:3:lowdin_charge:R:1
C -0.1777 -0.0885 -1.0672 -0.366
P -0.7728 0.9462 0.3855 0.632
C -0.5251 2.7449 -0.1498 -0.355
P -3.0033 0.7228 0.4524 0.577
C -4.9195 0.6333 0.3510 -0.406
C -5.3137 0.3463 -1.1409 -0.333
C -4.7290 1.4066 -2.1246 -0.540
Cl -3.6091 0.6152 -3.3377 0.552
H -0.4189 -1.1500 -0.9313 -0.006
H 0.9223 -0.0104 -1.1619 0.000
H -0.6193 0.2455 -2.0259 0.020
H -0.9204 3.3667 0.6678 0.006
H 0.5276 2.9576 -0.3597 0.023
H -1.1694 2.9138 -1.0354 0.016
H -3.0851 2.1642 0.4833 -0.022
H -2.9490 0.0653 1.7158 -0.026
H -2.9033 -0.0798 -0.7402 -0.042
H -5.3568 -0.1063 1.0423 0.069
H -5.2884 1.6526 0.5847 0.068
H -4.9147 -0.6533 -1.3748 0.071
H -6.4072 0.3728 -1.2512 0.099
H -5.5604 1.9140 -2.6268 0.080
H -4.1478 2.1886 -1.6321 0.032
C 4.5675 -1.6039 -3.0729 0.020
C 5.0572 -2.6691 -3.7023 -0.010
C 4.3480 -3.9651 -3.6765 -0.371
O 4.7948 -4.9436 -4.2482 0.072
C 3.0749 -4.0364 -2.9298 0.035
C 2.5798 -2.9728 -2.2976 0.044
C 3.2930 -1.6698 -2.3238 -0.356
O 2.8571 -0.6856 -1.7569 0.087
H 5.0724 -0.6464 -3.0808 0.123
H 5.9851 -2.6390 -4.2537 0.116
H 2.5729 -4.9976 -2.9256 0.108
H 1.6456 -3.0244 -1.7448 0.082
C 5.9625 -7.8669 -1.8162 0.029
C 4.8631 -7.3536 -2.3684 0.032
C 3.5498 -8.0200 -2.2148 -0.376
O 2.5437 -7.5556 -2.7140 0.094
C 3.5031 -9.2737 -1.4279 0.017
C 4.6028 -9.7851 -0.8782 0.020
C 5.9171 -9.1196 -1.0298 -0.391
O 6.9179 -9.5856 -0.5261 0.105
H 6.9325 -7.3965 -1.9162 0.124
H 4.8776 -6.4339 -2.9503 0.083
H 2.5332 -9.7446 -1.3271 0.120
H 4.5890 -10.7005 -0.3003 0.122
C -3.1708 -4.9768 -0.8385 0.026
C -2.1867 -4.0961 -1.0101 0.028
C -0.8112 -4.3861 -0.5475 -0.357
O 0.0860 -3.5803 -0.7026 0.070
C -0.5676 -5.6883 0.1105 0.030
C -1.5516 -6.5691 0.2821 0.026
C -2.9285 -6.2808 -0.1800 -0.387
O -3.8242 -7.0827 -0.0257 0.113
H -4.1836 -4.7842 -1.1688 0.123
H -2.3440 -3.1373 -1.4901 0.117
H 0.4455 -5.8803 0.4404 0.124
H -1.3939 -7.5267 0.7615 0.124
C -4.5546 1.9766 4.6035 0.036
C -4.0920 2.3831 3.4226 0.017
C -3.7821 3.8100 3.1709 -0.377
O -3.3615 4.1835 2.0947 0.088
C -4.0027 4.7646 4.2795 0.025
C -4.4641 4.3575 5.4607 0.027
C -4.7748 2.9330 5.7117 -0.379
O -5.1897 2.5664 6.7908 0.093
H -4.7867 0.9388 4.8081 0.124
H -3.9214 1.6944 2.6014 0.039
H -3.7685 5.8017 4.0763 0.123
H -4.6302 5.0393 6.2848 0.122
C 5.3830 -2.4318 -8.4050 0.028
C 5.8335 -2.0164 -9.5875 0.024
C 6.1126 -0.5850 -9.8422 -0.388
O 6.5209 -0.2055 -10.9186 0.112
C 5.8739 0.3669 -8.7332 0.024
C 5.4234 -0.0489 -7.5508 0.026
C 5.1446 -1.4799 -7.2974 -0.363
O 4.7356 -1.8607 -6.2182 0.095
H 5.1723 -3.4736 -8.1988 0.125
H 6.0145 -2.6971 -10.4094 0.123
H 6.0843 1.4086 -8.9384 0.124
H 5.2420 0.6318 -6.7287 0.123
C -3.0350 3.6587 -4.8053 0.011
C -2.6437 3.9458 -6.0472 0.023
C -2.2934 5.3261 -6.4490 -0.391
O -1.9399 5.5828 -7.5808 0.106
C -2.3908 6.3840 -5.4195 0.020
C -2.7801 6.1042 -4.1779 0.021
C -3.1305 4.7234 -3.7755 -0.376
O -3.4810 4.4806 -2.6394 0.094
H -3.2930 2.6347 -4.5116 0.028
H -2.5646 3.1874 -6.8158 0.123
H -2.1296 7.3870 -5.7321 0.122
H -2.8574 6.8646 -3.4109 0.122
C -0.3573 2.6363 10.3676 0.021
C -1.0431 3.6393 9.8246 0.000
C -2.2835 3.3955 9.0582 -0.381
O -2.9033 4.3134 8.5590 0.098
C -2.7362 1.9935 8.9176 0.031
C -2.0506 0.9890 9.4611 0.029
C -0.8100 1.2339 10.2297 -0.386
O -0.1850 0.3203 10.7264 0.105
H 0.5550 2.7952 10.9283 0.123
H -0.7275 4.6710 9.9141 0.114
H -3.6437 1.8343 8.3496 0.099
H -2.3640 -0.0428 9.3671 0.123
C 1.8871 6.2743 6.6666 0.025
C 1.2885 5.2239 7.2249 0.025
C 1.0247 3.9901 6.4507 -0.378
O 0.4770 3.0317 6.9559 0.104
C 1.4523 3.9666 5.0337 0.026
C 2.0509 5.0172 4.4750 0.024
C 2.3147 6.2510 5.2491 -0.389
O 2.8613 7.2075 4.7425 0.109
H 2.0881 7.1853 7.2157 0.123
H 0.9700 5.2224 8.2587 0.106
H 1.2511 3.0555 4.4843 0.124
H 2.3697 5.0189 3.4405 0.124
```

As for the SMILES: O=C1C=CC(=O)C=C1.O=C1C=CC(=O)C=C1.O=C1C=CC(=O)C=C1.O=C1C=CC(=O)C=C1.O=C1C=CC(=O)C=C1.O=C1C=CC(=O)C=C1.O=C1C=CC(=O)C=C1.O=C1C=CC(=O)C=C1.CP(C)[PH3]CCCCl. As for the highest occupied orbital energy: -7.02 eV. For the LUMO energy, the calculation gives -1.79 eV. Its total energy is -119570.9301 eV. The total charge is 0. The molecular weight is 1037.34 g/mol.

---

(4)
Computed, not measured: an isolated ion of composition C2H4ClN2 and charge +1 in a non-equilibrium geometry, with ωB97M-V/def2-TZVPD.

```
9
Properties=species:S:1:pos:R:3:lowdin_charge:R:1
C -0.9971 1.1032 -1.0369 0.185
C -0.6595 -0.4156 0.8463 -0.609
N -0.7505 0.1747 -0.2641 0.077
N 0.4516 -0.9812 1.7606 0.104
Cl -2.1636 -0.6368 1.6339 0.821
H -1.0293 1.0040 -2.0388 0.090
H -1.1642 2.0825 -0.7212 0.116
H 1.4352 -1.0110 1.4801 0.108
H 0.1529 -1.6403 2.5082 0.108
```

As for the SMILES: C=NC(=[NH2+])Cl. As for the highest occupied orbital energy: -15.73 eV. For the LUMO energy, the calculation gives -5.77 eV. Its total energy is -17632.1242 eV. The total charge is +1. The molecular weight is 91.52 g/mol. The energy above the lowest of the compared OMol25 structures with the same formula, charge and spin is 0.961 eV.

---

(5)
Computed, not measured: a 2-piece molecular cluster, CH2N3O overall in a non-equilibrium geometry, with ωB97M-V/def2-TZVPD.

```
7
Properties=species:S:1:pos:R:3:lowdin_charge:R:1
C 0.0790 -1.0661 -0.6774 -0.532
N -0.7146 -1.4794 -1.4375 0.032
N -0.9520 1.1988 0.9031 0.033
N 0.8339 -0.6428 0.1969 -0.210
O 2.0590 -0.3014 0.2568 -0.198
H -0.0022 1.5515 0.7033 -0.051
H -1.3032 0.7394 0.0548 -0.074
```

As for the highest occupied orbital energy (alpha / beta): -3.19 / -3.08 eV. For the LUMO energy (alpha / beta), the calculation gives 3.78 / 4.62 eV. Its total energy is -7583.1883 eV. The total charge is -1. The molecular weight is 72.05 g/mol. The energy above the lowest of the compared OMol25 structures with the same formula, charge and spin is 2.577 eV.

---

(6)
Computed, not measured: a 7-piece molecular cluster, C5H21NO6 overall in a non-equilibrium geometry, with ωB97M-V/def2-TZVPD.

```
33
Properties=species:S:1:pos:R:3:lowdin_charge:R:1
C 0.5036 -0.5979 -3.0478 -0.108
C -0.0511 -0.3562 -1.6684 -0.262
C 0.2972 -1.5249 -0.7650 -0.120
C -0.6223 -2.3724 -0.2695 -0.185
N -0.2628 -3.3775 0.6539 -0.002
C 0.1166 -3.1130 1.8297 -0.024
H 1.6030 -0.6392 -3.0301 0.079
H 0.2706 0.2318 -3.7422 0.079
H 0.1545 -1.5233 -3.4782 0.069
H -1.1415 -0.1879 -1.6766 0.111
H 0.3195 0.5767 -1.2530 0.084
H 1.3043 -1.5099 -0.3337 0.110
H -1.5882 -2.5105 -0.7824 0.127
H 0.5274 -3.8560 2.4966 0.068
H 0.0668 -2.1355 2.2832 0.060
H 3.3469 2.0253 -0.4700 0.053
H 3.5123 3.4783 -0.0382 0.061
O 3.0234 2.6680 0.1766 -0.063
H -2.8895 0.6981 0.3150 0.008
H -3.9861 0.0095 0.9679 0.044
O -3.0791 0.2717 1.1771 -0.075
H -0.1222 1.7102 0.5001 -0.007
H 0.8197 2.8145 -0.0533 0.029
O -0.0856 2.6599 0.2568 -0.081
H -1.4121 2.6092 -0.8878 0.021
H -2.8334 3.0676 -0.5894 0.052
O -2.3567 2.2935 -0.9291 -0.102
H -0.7821 -0.4486 0.8721 0.033
H -0.3396 0.1686 2.1891 0.098
O -0.1620 0.2010 1.2406 -0.080
H 2.7614 0.9021 1.4976 0.029
H 1.5905 0.1845 0.9703 -0.016
O 2.5681 0.1080 0.9774 -0.088
```

As for the SMILES: C=N/C=C/CC.O.O.O.O.O.O. As for the highest occupied orbital energy: -8.61 eV. For the LUMO energy, the calculation gives 0.39 eV. Its total energy is -19299.7279 eV. The total charge is 0. The molecular weight is 191.22 g/mol. The energy above the lowest of the compared OMol25 structures with the same formula, charge and spin is 1.627 eV.